Entry 1:
Below is 13 unconnected molecules or ions with the total composition C43H98F2N4O27P2S5 at a distorted geometry, with properties calculated with ωB97M-V/def2-TZVPD.

Its total charge is -2. Its HOMO energy is 0.051 Ha. For the LUMO energy, the calculation gives 2.9 eV.

Each line ends with the Mulliken charge.
Element x y z (Å)
1 C 15.7595 -29.1190 -15.2246  -0.9872
2 C 17.1722 -28.5982 -15.2095  0.5634
3 C 18.2621 -29.6517 -15.3551  -1.0479
4 O 19.4852 -28.9108 -15.4457  -0.2256
5 C 20.6077 -29.6981 -15.2968  -0.9927
6 N 17.4505 -27.5730 -16.3121  1.6010
7 H 17.0394 -27.8841 -17.1806  -0.9777
8 H 17.0914 -26.6430 -16.1499  -0.2163
9 H 18.4283 -27.5903 -16.5643  0.7223
10 H 15.5918 -29.9438 -14.5319  0.5971
11 H 15.3187 -29.4611 -16.1609  -0.0667
12 H 15.0674 -28.4248 -14.7480  -0.0676
13 H 17.3329 -27.9705 -14.3330  0.4584
14 H 18.1787 -30.2587 -16.2566  0.2938
15 H 18.3606 -30.3186 -14.4986  0.5585
16 H 20.7836 -30.6091 -15.8688  0.3403
17 H 20.6737 -29.9280 -14.2333  0.3778
18 H 21.4776 -29.0788 -15.5155  0.2764
19 C 13.4306 -25.9016 -17.3735  -1.0132
20 C 13.7131 -25.8557 -18.8155  1.6735
21 C 12.8513 -24.8171 -19.5310  -0.3227
22 O 13.3725 -24.6822 -20.7941  0.0701
23 C 12.8152 -23.6918 -21.6837  0.1599
24 N 15.1785 -25.6106 -19.1178  4.6876
25 H 15.6854 -25.0348 -18.4609  -1.2814
26 H 15.6681 -26.4909 -19.1916  -1.5849
27 H 15.3121 -25.2191 -20.0392  -0.0428
28 H 12.4775 -26.2961 -17.0213  0.2073
29 H 13.6759 -24.9879 -16.8320  0.0950
30 H 14.0417 -26.7867 -17.1971  -0.0857
31 H 13.5995 -26.8698 -19.1986  -0.7585
32 H 12.9130 -23.8757 -18.9850  -0.5353
33 H 11.8150 -25.1528 -19.5689  0.2637
34 H 11.7470 -23.8686 -21.8098  -0.6439
35 H 13.3346 -23.7072 -22.6418  0.5732
36 H 12.9120 -22.6608 -21.3435  -0.2692
37 C 20.2036 -24.6936 -17.1648  -1.3622
38 C 20.0189 -24.4337 -18.6478  1.0526
39 C 21.1236 -25.1105 -19.4834  -1.1175
40 O 20.8151 -25.0806 -20.9113  -0.3180
41 C 20.9445 -26.3613 -21.5447  -0.4653
42 N 18.6673 -24.9965 -19.1544  1.3864
43 H 18.3938 -24.9274 -20.1242  0.2716
44 H 18.5868 -25.9931 -19.0116  -0.6769
45 H 17.9621 -24.5495 -18.5862  -0.2107
46 H 19.5823 -24.0929 -16.5005  0.2451
47 H 21.1433 -24.4213 -16.6843  0.4342
48 H 19.9969 -25.7448 -16.9640  0.1323
49 H 19.9671 -23.3676 -18.8691  0.1233
50 H 21.4340 -26.0799 -19.0935  0.3564
51 H 22.0281 -24.5022 -19.4836  0.4876
52 H 20.7060 -26.1886 -22.5941  0.2368
53 H 20.0705 -26.9248 -21.2178  0.0908
54 H 21.8794 -26.9208 -21.5756  0.3164
55 C 14.2876 -32.6039 -20.0037  -1.9447
56 C 14.1499 -31.2645 -19.3643  1.5339
57 C 13.2356 -31.3071 -18.1044  -1.0774
58 O 13.0373 -29.9774 -17.7297  0.3672
59 C 12.2925 -29.8660 -16.5905  -1.0453
60 N 15.5068 -30.6744 -19.0542  0.4991
61 H 15.9795 -31.3018 -18.4192  0.4002
62 H 16.1639 -30.4751 -19.7949  0.6345
63 H 15.4896 -29.7255 -18.7088  -0.5791
64 H 13.3251 -32.9573 -20.3736  0.4133
65 H 14.7702 -33.3481 -19.3702  0.4142
66 H 14.9917 -32.5731 -20.8352  0.4216
67 H 13.7243 -30.5777 -20.0960  -0.4849
68 H 13.7735 -31.8090 -17.3001  0.3059
69 H 12.3410 -31.8696 -18.3716  0.5023
70 H 11.3391 -30.3941 -16.6079  0.3875
71 H 12.1823 -28.8043 -16.3697  -0.0426
72 H 12.7725 -30.1825 -15.6644  0.4419
73 P 16.5683 -24.0409 -15.8974  -0.2669
74 O 15.4000 -23.2706 -15.2653  -0.8411
75 O 16.0488 -25.2860 -15.2255  -1.0790
76 O 17.5310 -23.8587 -14.7415  -0.8473
77 O 16.9499 -24.1468 -17.3320  0.0204
78 P 17.4127 -28.0581 -19.7970  0.4287
79 O 17.4228 -29.4795 -20.5108  -1.0887
80 O 17.1207 -26.8885 -20.7421  0.0667
81 O 18.7208 -27.8078 -18.9319  -0.8010
82 O 16.1864 -28.1482 -18.8453  -1.9196
83 O 12.5183 -27.5486 -14.1989  -0.4278
84 S 12.5614 -26.2939 -13.4660  0.9888
85 O 13.6035 -25.2817 -13.7233  -0.3945
86 O 11.0518 -25.5076 -13.5419  -0.3121
87 C 9.8835 -26.3572 -13.7041  -0.5274
88 C 9.6884 -26.8538 -15.1115  -0.0731
89 C 12.5770 -26.6173 -11.6269  -1.0670
90 H 9.0268 -25.7455 -13.4212  0.4490
91 H 9.9176 -27.2611 -13.0958  0.3267
92 H 9.6344 -25.9773 -15.7573  -0.2005
93 H 8.7505 -27.4019 -15.2010  0.4980
94 H 10.4998 -27.5141 -15.4178  -0.1339
95 H 13.3278 -27.3559 -11.3459  0.3471
96 H 11.5897 -27.0745 -11.5621  0.3598
97 H 12.6644 -25.6682 -11.0981  0.2871
98 O 16.8876 -25.3133 -25.7016  -0.6627
99 S 17.2810 -24.3068 -24.7202  1.2721
100 O 18.6592 -23.9107 -24.6174  -0.6504
101 O 16.3274 -22.9304 -24.9352  -0.3518
102 C 16.6767 -21.7493 -24.3006  0.1092
103 C 15.4403 -20.9569 -24.1776  -0.7499
104 C 16.6981 -24.8545 -23.0551  -0.3447
105 H 17.3357 -21.2454 -25.0077  0.3194
106 H 17.1627 -21.8730 -23.3328  0.0497
107 H 15.6816 -19.9546 -23.8235  0.4437
108 H 14.7411 -21.5502 -23.5884  -0.0542
109 H 15.0637 -20.6834 -25.1633  0.1295
110 H 17.2242 -25.7983 -22.9110  0.4172
111 H 15.6258 -25.0491 -23.0710  0.0650
112 H 16.8683 -24.1561 -22.2357  -0.1765
113 O 11.9274 -22.2589 -24.9619  -0.3927
114 S 11.2277 -21.2969 -25.8068  1.1173
115 O 10.0344 -21.7415 -26.5201  -0.6322
116 O 10.9472 -19.8481 -24.9961  -0.4230
117 C 11.7356 -19.5624 -23.8841  -0.0817
118 C 11.1317 -20.2458 -22.6131  -0.5840
119 C 12.5101 -20.6012 -27.0645  -0.8857
120 H 11.8088 -18.4791 -23.7879  0.4445
121 H 12.7278 -19.9959 -24.0093  -0.0351
122 H 11.0909 -21.3324 -22.5369  -0.1137
123 H 10.1067 -19.9034 -22.4706  0.3615
124 H 11.6928 -19.8944 -21.7472  0.3504
125 H 13.2883 -20.0655 -26.5210  0.1901
126 H 12.0295 -19.9318 -27.7780  0.3785
127 H 12.8941 -21.5373 -27.4699  0.3467
128 O 14.6987 -31.0782 -23.1530  -0.5992
129 S 13.9115 -29.8430 -23.2955  1.2273
130 O 13.5361 -29.3995 -24.6396  -0.6406
131 O 12.4973 -30.0288 -22.3996  -0.4026
132 C 11.4262 -29.1419 -22.5969  -0.5689
133 C 11.1346 -28.4433 -21.2647  -0.3292
134 C 14.6745 -28.4066 -22.3538  0.0715
135 H 10.5169 -29.6387 -22.9352  0.3111
136 H 11.7285 -28.4633 -23.3946  0.4396
137 H 11.2306 -29.1266 -20.4209  0.2103
138 H 10.1654 -27.9449 -21.2494  0.4790
139 H 11.8416 -27.6382 -21.0644  -0.2720
140 H 13.9360 -27.6050 -22.3663  -0.2781
141 H 15.5786 -28.1609 -22.9109  0.5729
142 H 14.8260 -28.6539 -21.3031  -0.2670
143 O 13.9969 -20.5694 -19.9928  -0.6527
144 S 15.2314 -21.1876 -19.5440  0.8240
145 O 15.6475 -22.4194 -20.1626  -0.1596
146 O 16.4870 -20.0983 -19.6017  -0.3901
147 C 17.7719 -20.5417 -19.3080  0.1372
148 C 18.4639 -20.8234 -20.6562  -0.6243
149 C 15.0685 -21.4279 -17.6829  -0.8992
150 H 17.7638 -21.4117 -18.6514  -0.1992
151 H 18.2526 -19.7229 -18.7727  0.4071
152 H 17.9322 -21.6199 -21.1767  -0.2830
153 H 19.4451 -21.2334 -20.4168  0.4014
154 H 18.5451 -19.9517 -21.3055  0.3362
155 H 14.6336 -20.4949 -17.3245  0.4783
156 H 16.0516 -21.6167 -17.2517  0.3099
157 H 14.3726 -22.2268 -17.4269  -0.0001
158 F 8.7992 -23.4759 -20.0749  -0.3467
159 C 9.5492 -23.0160 -19.0214  0.5646
160 C 10.3972 -21.9806 -19.1416  -0.5563
161 C 11.2245 -21.5744 -18.1374  0.0679
162 C 11.1482 -22.1664 -16.8877  -0.7758
163 C 10.2726 -23.2313 -16.7669  -0.2172
164 C 9.4166 -23.5850 -17.8001  -0.6681
165 H 10.4791 -21.5743 -20.1389  0.3085
166 H 11.8909 -20.7613 -18.3847  0.4167
167 H 11.7563 -21.7525 -16.0970  0.4116
168 H 10.1741 -23.6899 -15.7940  0.3657
169 H 8.5872 -24.2739 -17.7371  0.4465
170 F 6.2445 -26.1931 -24.3755  -0.3478
171 C 7.4402 -25.6407 -24.1195  0.3336
172 C 8.1054 -24.9743 -25.1031  -0.7350
173 C 9.3848 -24.5543 -24.8065  -0.3617
174 C 9.9461 -24.8384 -23.5851  -0.3869
175 C 9.2805 -25.4587 -22.5215  0.3866
176 C 7.9779 -25.8675 -22.8098  -1.2050
177 H 7.6945 -24.9178 -26.1003  0.4359
178 H 10.0614 -24.0442 -25.4762  0.3675
179 H 10.9442 -24.4387 -23.4827  0.3838
180 H 9.8332 -25.6081 -21.6057  0.8633
181 H 7.4990 -26.4949 -22.0726  0.4290

Forces on atoms 1 to 6 (eV/Å):
C -1.14 -0.20 0.84
C 0.56 1.40 -0.92
C 0.83 0.80 0.06
O -0.78 -0.42 -0.76
C 1.48 0.53 1.08
N 0.14 -2.76 -0.11


Entry 2:
Below is 14 unconnected molecules or ions with the total composition C44H100Cl13N6O16P2 at a distorted geometry, with properties calculated with ωB97M-V/def2-TZVPD.

Its total charge is -1. Its HOMO energy is -0.247 Ha. For the LUMO energy, the calculation gives 1.9 eV.

Each line ends with the Mulliken charge.
Element x y z (Å)
1 Cl -0.2308 0.8132 -0.9830  -0.7378
2 O 0.9069 -0.0472 -0.6388  0.0757
3 O 0.0657 1.5201 -2.2216  -0.1452
4 O -1.3034 -0.0433 -1.2001  -0.0808
5 O -0.5543 1.7625 0.0881  0.0031
6 O -6.0996 -2.0217 -1.3770  -0.6147
7 C -5.7828 -2.1849 -2.5603  0.8111
8 O -5.1910 -1.2362 -3.3462  -0.2238
9 C -4.8586 0.1161 -2.8098  0.5866
10 C -4.7669 1.1512 -3.9316  -1.1750
11 C -5.7867 -3.5263 -3.2297  -0.8870
12 H -3.8844 0.0265 -2.3290  -0.3563
13 H -5.5629 0.4376 -2.0425  0.3916
14 H -5.6192 1.0635 -4.6053  0.3906
15 H -3.8836 1.0960 -4.5678  0.1261
16 H -4.7969 2.1438 -3.4823  0.3309
17 H -6.4107 -4.0737 -2.5232  0.3596
18 H -4.8429 -4.0553 -3.3624  0.0776
19 H -6.2344 -3.4640 -4.2215  0.2767
20 O 6.1805 -4.4274 -5.0194  -0.5805
21 C 5.3967 -4.8536 -4.1986  0.7651
22 O 4.7623 -4.1259 -3.2792  -0.1889
23 C 4.9656 -2.7659 -3.1296  0.2136
24 C 4.1946 -1.9005 -4.1015  -1.0090
25 C 4.8268 -6.2864 -4.2648  -1.1381
26 H 6.0191 -2.4891 -3.1695  0.3192
27 H 4.6083 -2.4856 -2.1387  -0.1576
28 H 4.4888 -2.0358 -5.1423  0.3885
29 H 4.1352 -0.8290 -3.9108  0.1978
30 H 3.1658 -2.2543 -4.0348  0.2219
31 H 4.0600 -6.4053 -5.0303  0.3244
32 H 4.2271 -6.6836 -3.4459  0.2744
33 H 5.5552 -7.0594 -4.5100  0.3529
34 O -2.2685 -1.2700 7.4756  -0.5827
35 C -3.4496 -0.9064 7.6086  0.8156
36 O -4.3274 -0.4983 6.7023  -0.4105
37 C -4.0024 -0.2941 5.3102  0.0063
38 C -3.2529 1.0213 5.0606  -0.7465
39 C -3.9844 -0.8387 8.9934  -1.1043
40 H -4.8631 -0.3512 4.6439  0.0271
41 H -3.4199 -1.1476 4.9634  0.1615
42 H -3.4633 1.3560 4.0448  0.0808
43 H -2.1733 0.8791 5.1092  0.2831
44 H -3.4803 1.8106 5.7771  0.5277
45 H -4.6526 -1.6828 9.1640  0.2637
46 H -4.4672 0.1307 9.1176  0.2885
47 H -3.2663 -0.9283 9.8085  0.3445
48 O -1.3071 0.2412 -5.4928  -0.5962
49 C -0.1087 0.2705 -5.3760  0.3676
50 O 0.6885 1.3600 -5.8257  -0.2837
51 C 0.1452 2.4754 -6.5813  0.0085
52 C 1.2394 3.5095 -6.5700  -0.9319
53 C 0.6404 -0.8443 -4.6506  0.2064
54 H -0.7446 2.9105 -6.1262  0.0336
55 H -0.0516 2.2369 -7.6265  0.3771
56 H 2.0310 3.2980 -7.2888  0.3902
57 H 1.6675 3.5880 -5.5707  -0.0637
58 H 0.8315 4.4823 -6.8446  0.3509
59 H 0.7014 -1.6576 -5.3737  0.5724
60 H 0.1838 -1.0758 -3.6883  -0.6059
61 H 1.6695 -0.5052 -4.5324  -0.0728
62 O -1.4746 -3.0274 1.7624  -0.7005
63 C -1.6680 -1.9208 2.2792  0.5861
64 O -2.7304 -1.1353 2.1369  0.2422
65 C -3.8501 -1.6095 1.4029  0.6351
66 C -4.9619 -2.0847 2.3657  -1.4136
67 C -0.7644 -1.2547 3.3042  -0.2848
68 H -3.5382 -2.4576 0.7933  0.1718
69 H -4.3014 -0.8671 0.7447  -0.4249
70 H -4.4858 -2.8791 2.9404  0.3804
71 H -5.8368 -2.5055 1.8702  0.3865
72 H -5.3341 -1.2689 2.9854  0.1138
73 H -0.6880 -0.1758 3.1697  -0.0900
74 H 0.1538 -1.8395 3.2489  0.0678
75 H -1.2178 -1.5395 4.2537  0.2234
76 Cl 1.1923 -4.4491 -1.8313  -0.1483
77 C -0.1769 -3.7082 -0.9854  -0.5182
78 C -1.3114 -3.2579 -1.8911  2.6780
79 Cl -2.0540 -4.5016 -2.8126  -0.2565
80 H 0.2261 -2.9804 -0.2812  -0.0282
81 H -0.5328 -4.5535 -0.3964  0.4439
82 H -0.9365 -2.4553 -2.5263  -1.3505
83 H -2.0137 -2.7437 -1.2350  -0.7289
84 Cl 0.1823 6.1117 -3.5644  -0.2327
85 C -0.3612 4.4440 -3.3898  1.5903
86 C -1.8255 4.2636 -3.5329  0.1660
87 Cl -2.4164 4.9777 -5.0476  -0.2151
88 H 0.0197 4.1476 -2.4124  -0.4881
89 H 0.2136 3.8643 -4.1120  -0.9611
90 H -2.3366 4.7775 -2.7188  0.1803
91 H -2.0765 3.2147 -3.3749  0.0011
92 Cl -1.3987 -3.9905 -7.8404  -0.2523
93 C -2.0323 -3.6155 -6.1262  -0.3424
94 C -2.8994 -2.3731 -6.0626  0.3197
95 Cl -4.6100 -2.7229 -6.6399  -0.2305
96 H -1.1608 -3.5031 -5.4813  0.0791
97 H -2.5438 -4.5117 -5.7752  0.4011
98 H -2.5152 -1.5592 -6.6774  0.2678
99 H -2.9734 -2.0361 -5.0286  -0.2326
100 Cl -5.5076 1.9804 2.0605  -0.2052
101 C -4.3130 1.8454 0.7876  1.2418
102 C -3.6655 3.1428 0.2612  0.7887
103 Cl -4.6791 4.1712 -0.7247  -0.2283
104 H -4.7533 1.2909 -0.0411  -0.5450
105 H -3.4577 1.2544 1.1153  -0.3773
106 H -2.7844 3.0037 -0.3652  -0.4379
107 H -3.4909 3.7536 1.1469  -0.1892
108 Cl 2.1940 0.4986 3.3718  -0.1968
109 C 3.2621 0.9762 2.0114  -0.0936
110 C 2.8176 2.3917 1.5429  0.7560
111 Cl 3.2785 3.5116 2.8614  -0.1921
112 H 3.0105 0.2634 1.2261  -0.4460
113 H 4.2616 0.7982 2.4082  0.4868
114 H 1.7487 2.4121 1.3308  -0.2948
115 H 3.3031 2.6201 0.5941  -0.1440
116 Cl 4.4358 0.6458 -1.5085  0.0042
117 C 4.7562 2.1540 -2.3713  -0.8831
118 C 3.4112 2.8744 -2.5624  0.7155
119 Cl 3.6008 4.3163 -3.5870  -0.2248
120 H 5.2856 1.9180 -3.2944  0.4323
121 H 5.4006 2.7886 -1.7630  0.4048
122 H 3.0516 3.3031 -1.6270  -0.1680
123 H 2.5999 2.2840 -2.9884  -0.2286
124 O 6.0216 -5.1921 3.3472  -0.8620
125 P 4.8245 -4.9687 2.4841  0.3889
126 N 4.5180 -3.3149 2.1035  0.2414
127 C 4.9969 -2.2029 2.9881  -0.9733
128 C 3.4688 -2.8078 1.1081  -0.3837
129 N 3.3349 -5.4942 3.0766  0.5528
130 C 3.1698 -5.8122 4.4798  -1.1179
131 C 2.1403 -5.5410 2.2569  -1.1062
132 N 4.9020 -5.8373 0.9846  0.4082
133 C 4.6721 -7.2623 1.0312  -1.1254
134 C 5.9867 -5.4738 0.0737  -1.0337
135 H 5.3187 -1.3464 2.3956  0.1674
136 H 5.7742 -2.6057 3.6374  0.4182
137 H 4.1699 -1.8275 3.5909  0.3231
138 H 3.3625 -3.6143 0.3826  0.2800
139 H 3.7853 -1.8784 0.6346  0.1534
140 H 2.5707 -2.5724 1.6790  -0.1169
141 H 2.4883 -6.6273 4.7232  0.3264
142 H 4.0834 -6.1615 4.9607  0.3174
143 H 2.9398 -4.8648 4.9673  0.3171
144 H 2.4255 -5.3929 1.2153  0.2180
145 H 1.6004 -6.4875 2.2821  0.3911
146 H 1.4442 -4.7412 2.5098  0.3690
147 H 4.9519 -7.7882 0.1184  0.4256
148 H 5.1955 -7.7223 1.8694  0.3368
149 H 3.6132 -7.5189 1.0610  0.2379
150 H 6.9495 -5.8759 0.3892  0.2727
151 H 6.0049 -4.3878 -0.0180  0.3106
152 H 5.7695 -5.8204 -0.9366  0.2993
153 O -2.2240 7.7233 3.3172  -0.8961
154 P -1.2376 6.6405 3.2070  0.4182
155 N -1.5785 5.2310 4.1259  0.3422
156 C -0.6471 4.1098 4.3195  -0.7194
157 C -2.9635 5.0140 4.6059  -0.9284
158 N 0.3612 6.9729 3.7338  0.2725
159 C 1.2514 7.8027 2.8701  -0.9323
160 C 0.7451 6.9375 5.1897  -1.0484
161 N -1.0269 6.1786 1.5445  0.5771
162 C -0.1158 5.0751 1.1116  0.3652
163 C -1.4216 7.0937 0.3984  -0.7052
164 H -0.7741 3.5713 5.2587  0.4186
165 H 0.4119 4.3117 4.1587  0.1621
166 H -0.8756 3.3653 3.5569  -0.0216
167 H -3.5370 4.5188 3.8223  0.1588
168 H -3.4843 5.9565 4.7747  0.3566
169 H -2.9166 4.5477 5.5900  0.3304
170 H 0.6481 8.3131 2.1195  0.2122
171 H 1.7298 8.6029 3.4347  0.3909
172 H 2.0448 7.2184 2.4041  0.1954
173 H -0.0220 6.4650 5.8033  0.3128
174 H 1.6277 6.3130 5.3281  0.3013
175 H 1.0205 7.9417 5.5120  0.3498
176 H 0.9082 5.3448 1.3700  0.0130
177 H -0.4247 4.1576 1.6124  -0.2866
178 H -0.3080 4.8557 0.0613  -0.2534
179 H -2.4446 7.3999 0.6171  0.3250
180 H -1.4389 6.5833 -0.5645  0.1216
181 H -0.7830 7.9770 0.4102  0.2199

Forces on atoms 1 to 6 (eV/Å):
Cl 2.82 0.69 0.36
O -0.21 1.23 0.28
O 0.07 0.31 0.53
O -3.22 -1.73 -0.44
O 0.57 -0.49 -0.71
O 0.29 0.12 -2.31